ORCA calculation (wB97M-V/def2-TZVPD) on a 2-piece molecular cluster, C10H16O overall in a non-equilibrium geometry.

E_HOMO (eV): -8.397
LUMO (eV): 0.85
ΔE to the lowest compared entry with this formula, charge and spin (kJ/mol): 129.3
Spin multiplicity: 1
SMILES: Cc1ccc(O)cc1.CCC

Last column: Löwdin charge in e.
Atoms and positions in Å:
C -1.990 1.083 -3.041  -0.05
C -0.605 0.881 -2.456  -0.29
C -0.329 1.582 -1.258  -0.06
C 0.853 1.390 -0.604  -0.03
C 1.857 0.601 -1.227  -0.33
O 3.015 0.528 -0.503  0.04
C 1.591 -0.098 -2.366  -0.03
C 0.335 0.054 -3.009  -0.04
H -2.688 0.596 -2.371  0.08
H -2.120 0.598 -4.008  0.07
H -2.202 2.144 -3.114  0.08
H -1.219 1.957 -0.766  0.12
H 1.216 1.688 0.367  0.12
H 3.657 -0.037 -0.935  0.10
H 2.250 -0.883 -2.708  0.11
H 0.319 -0.283 -4.033  0.11
C -0.278 -1.636 4.058  -0.13
C 0.183 -0.804 2.853  -0.33
C -0.856 -0.694 1.757  -0.10
H -1.103 -1.098 4.546  0.07
H 0.545 -1.692 4.756  0.06
H -0.699 -2.610 3.812  0.07
H 0.615 0.127 3.206  0.10
H 1.087 -1.300 2.516  0.09
H -1.144 -1.715 1.493  0.08
H -1.723 -0.241 2.162  0.06
H -0.568 -0.137 0.872  0.04